No. 1
Here is a molecular structure, C7H6FN in a non-equilibrium geometry from the OMol25 dataset. Energies are from ωB97M-V/def2-TZVPD.

```
15
Properties=species:S:1:pos:R:3:forces:R:3:nbo_charge:R:1
C 1.722945 0.714325 1.284439 -0.311 0.820 1.261 0.244
C -0.005639 -1.465061 -0.697875 -1.786 2.837 2.366 -0.128
C 1.088718 -0.699925 -0.628438 2.217 -2.036 -1.564 -0.221
C -1.443903 0.588652 0.047912 -2.093 -1.195 -0.583 -0.330
C -0.405952 1.392130 0.087714 3.678 -1.020 -0.800 0.472
C -1.384924 -0.987651 -0.063891 3.701 2.186 -0.509 -0.444
C 1.360186 0.658803 -0.086763 -4.239 2.985 -0.729 -0.373
N 1.729759 1.062495 2.379951 0.668 -0.474 0.383 -0.294
F -0.342226 2.738811 0.140203 -0.438 -1.154 0.042 -0.320
H -0.033435 -2.434424 -1.111720 0.440 -0.908 -0.406 0.214
H 2.026086 -1.223470 -0.994454 -1.024 0.754 0.177 0.213
H -2.520133 0.945019 -0.003696 1.589 0.084 0.363 0.236
H -2.152179 -1.410160 -0.610934 -1.798 -0.216 -1.650 0.217
H -1.568825 -1.411813 0.893342 0.443 -0.338 1.188 0.230
H 1.929521 1.532268 -0.635791 -1.047 -2.325 0.461 0.285
```
Positions in Å, forces in eV/Å.

maximum force	5.24	eV/A
E_LUMO	0.64	eV
relative energy (zero: lowest compared OMol25 entry of this formula, charge and spin)	259.98	kJ/mol

***

No. 2
Here is a molecular structure, C7H6MoNO5Se3Te from the OMol25 dataset. Energies are from ωB97M-V/def2-TZVPD.

```
24
Properties=species:S:1:pos:R:3:forces:R:3:lowdin_charge:R:1
Mo 9.044648 0.855519 1.365669 0.116 -0.001 -0.024 0.898
Se 10.279007 0.326108 -0.697809 -0.027 -0.002 0.031 0.278
Se 11.437754 2.066679 -1.642203 0.011 0.015 0.002 0.187
Te 11.326408 3.961002 -0.130124 0.002 -0.003 -0.025 0.780
Se 9.956412 3.149870 1.725867 0.015 -0.005 0.022 0.115
O -1.892174 0.077785 -0.069731 -0.057 -0.028 -0.011 0.395
C -2.992960 -0.084864 -0.205067 -0.016 0.035 0.017 0.067
O 7.572931 1.083589 0.734295 0.006 -0.001 0.003 -0.393
C -4.358581 -0.276872 -0.372265 -0.049 -0.015 -0.023 -0.162
C -4.824293 -1.575438 -0.664087 0.002 0.018 0.009 0.056
C -6.178926 -1.747796 -0.837378 -0.014 -0.001 -0.003 0.060
C -7.005154 -0.640605 -0.717983 0.001 -0.010 -0.018 -0.054
C -6.561487 0.640818 -0.430451 0.004 -0.002 0.000 0.060
C -5.210887 0.840194 -0.251604 0.009 -0.010 -0.001 0.057
N -8.474723 -0.842650 -0.914981 -0.003 -0.011 0.051 -0.334
O -8.828629 -1.969539 -1.159396 0.002 0.008 -0.016 0.137
O -9.165812 0.139572 -0.804617 -0.001 0.002 -0.017 0.137
H -4.140050 -2.408394 -0.749128 0.002 0.001 0.000 0.146
H -6.607734 -2.713821 -1.062914 -0.002 -0.001 -0.001 0.144
H -7.273927 1.449884 -0.354279 -0.001 0.002 0.001 0.145
H -4.816439 1.821766 -0.027317 0.001 0.000 0.001 0.147
O 9.522005 -1.033482 2.269694 -0.003 0.002 0.013 -0.117
H 9.164113 -1.354779 3.114941 -0.037 -0.014 -0.025 0.133
H 10.028504 -1.764544 1.880874 0.040 0.020 0.015 0.119
```
Positions in Å, forces in eV/Å.

net charge	+3
maximum force	0.12	eV/A
E_LUMO (alpha / beta)	-12.04 / -12.24	eV

***

No. 3
Here is a single C7H6N2O3 molecule in a non-equilibrium geometry from the OMol25 dataset. Energies are from ωB97M-V/def2-TZVPD.

```
18
Properties=species:S:1:pos:R:3:forces:R:3:nbo_charge:R:1
N -1.496063 1.761066 -1.755080 -0.348 0.673 -0.057 -0.806
C -0.617419 1.663627 -0.711114 -0.229 0.225 -0.349 0.635
O -0.076287 2.535328 -0.044339 -0.819 0.126 -0.822 -0.593
C -0.307873 0.266791 -0.464626 1.803 -0.984 1.498 0.093
N -0.977082 -0.598546 -1.211505 -0.386 0.023 0.057 -0.428
C -0.862449 -1.870600 -0.974869 1.667 -1.096 1.475 0.054
C 0.104636 -2.377814 -0.018972 -1.546 0.149 -1.250 -0.239
C 0.917399 -1.470751 0.650323 0.304 -0.597 0.295 -0.162
C 0.674083 -0.083138 0.496295 -1.241 -1.517 -0.750 -0.100
C 1.453685 0.784307 1.429924 2.846 -0.821 -4.573 0.794
O 2.606317 1.035794 1.155858 -0.066 0.345 0.415 -0.595
O 0.868239 1.006683 2.506540 -2.408 1.208 4.521 -0.637
H -1.903867 2.625525 -1.950201 -0.162 1.861 -0.053 0.386
H -2.079848 1.038607 -2.168890 1.077 -0.421 0.817 0.427
H -1.524330 -2.496591 -1.558445 0.169 -0.414 0.135 0.197
H 0.079221 -3.467113 0.148852 0.527 0.712 -0.011 0.228
H 1.746317 -1.868465 1.313006 -1.197 0.755 -0.698 0.236
H 1.395321 1.515287 3.157243 0.009 -0.228 -0.651 0.511
```
Positions in Å, forces in eV/Å.

maximum force	5.45	eV/A
E_LUMO	0.16	eV
SMILES	NC(=O)c1ncccc1C(=O)O
relative energy (zero: lowest compared OMol25 entry of this formula, charge and spin)	0.00	kJ/mol

***

No. 4
Here is a molecular structure, C7H6N2O4SV in a non-equilibrium geometry from the OMol25 dataset. Energies are from ωB97M-V/def2-TZVPD.

```
21
Properties=species:S:1:pos:R:3:forces:R:3:lowdin_spin:R:1
O 0.722385 2.152038 -1.898140 -1.024 -2.849 2.616 0.054
C 0.441966 1.317051 -1.161478 2.917 7.985 -7.488 0.014
V 0.000000 0.000000 0.000000 -6.738 4.535 3.038 1.367
O 2.035348 0.996127 1.904242 -2.951 -1.397 -2.708 0.115
C 1.243462 0.608437 1.163348 7.425 2.681 6.072 0.027
C 0.448486 -1.240357 -1.236866 3.020 -8.281 -7.616 0.018
O 0.734269 -2.030134 -2.024847 -1.143 3.197 3.084 0.051
C -0.441828 -1.317253 1.161455 -2.059 -8.227 6.312 0.026
O -0.722061 -2.152310 1.898110 0.879 2.791 -2.337 0.081
S -1.209597 1.368464 1.580471 3.264 -1.155 1.198 0.169
C -2.493604 1.649555 0.625381 -5.496 1.996 -3.068 0.018
N -3.169129 2.870029 0.577270 2.524 -3.637 0.499 0.063
C -4.322566 2.739591 -0.277729 -1.329 0.527 -0.795 0.010
C -4.267596 1.282360 -0.810858 -1.547 0.006 -1.291 -0.002
N -3.120589 0.687547 -0.168962 2.400 1.773 1.783 -0.019
H -2.913583 3.716254 1.106626 -0.087 -0.572 -0.210 0.001
H -4.272856 3.474755 -1.108907 -0.168 -0.355 0.599 0.002
H -5.240194 2.904522 0.326603 0.499 0.087 -0.430 0.006
H -4.122025 1.265812 -1.911671 -0.304 -0.068 0.630 -0.001
H -5.190601 0.728437 -0.536218 0.606 0.236 -0.326 -0.001
H -2.807793 -0.286314 -0.290994 -0.688 0.727 0.439 0.001
```
Positions in Å, forces in eV/Å.

net charge	+3
maximum force	11.65	eV/A
E_LUMO (alpha / beta)	-16.70 / -16.81	eV
2S+1	3
relative energy (zero: lowest compared OMol25 entry of this formula, charge and spin)	45.81	kJ/mol

***

No. 5
Here is a single C7H6N2S molecule in a non-equilibrium geometry from the OMol25 dataset. Energies are from ωB97M-V/def2-TZVPD.

```
16
Properties=species:S:1:pos:R:3:forces:R:3:nbo_charge:R:1
N 2.481218 -1.844006 -2.178276 -0.409 3.391 4.342 -0.295
C 2.482455 -1.127873 -1.206230 0.964 -3.373 -4.105 0.012
S 2.987360 -0.232232 0.150989 -1.944 -0.472 0.497 0.288
C 1.386715 -0.423261 1.239162 0.384 5.309 -1.457 -0.463
C 0.118393 0.056441 0.525709 -1.613 -0.969 -1.815 0.019
C -0.630019 1.228798 0.926525 -1.155 -0.397 -1.376 -0.297
C -1.774452 1.618836 0.185307 -1.342 -1.835 -3.719 0.018
N -2.355893 0.912571 -0.936563 4.109 0.214 2.752 -0.392
C -1.612357 -0.188369 -1.238236 0.133 0.829 2.603 0.036
C -0.454702 -0.741395 -0.616839 -1.170 3.909 2.835 -0.262
H 1.610947 0.368723 2.007686 -0.118 -1.101 -0.408 0.233
H 1.302319 -1.343684 1.642182 0.043 -3.110 1.110 0.224
H -0.594044 1.860755 1.824707 1.246 -0.588 -0.243 0.240
H -2.397247 2.516220 0.210353 0.701 0.037 1.379 0.218
H -2.147801 -0.860089 -1.793782 -1.024 -1.505 -2.143 0.182
H -0.402891 -1.801436 -0.742695 1.196 -0.338 -0.252 0.238
```
Positions in Å, forces in eV/Å.

maximum force	5.52	eV/A
E_LUMO	-0.41	eV
SMILES	N#CSCc1ccncc1
relative energy (zero: lowest compared OMol25 entry of this formula, charge and spin)	157.90	kJ/mol

***

No. 6
Here is a single C7H6N2S2 molecule in a non-equilibrium geometry from the OMol25 dataset. Energies are from ωB97M-V/def2-TZVPD.

```
17
Properties=species:S:1:pos:R:3:forces:R:3:nbo_charge:R:1
C 3.741297 1.370527 1.563697 3.481 1.205 -1.341 0.075
C 2.594259 0.877096 1.884966 -4.340 -2.103 0.945 0.259
C -0.038697 -0.309487 -0.523911 1.283 -1.594 0.634 -0.067
C -0.242899 0.951330 -0.017000 -1.334 0.835 -2.506 -0.254
C -0.220050 1.146505 1.449874 -1.569 -0.478 1.800 -0.469
C 0.443362 -0.111732 2.051869 -2.651 -0.706 -0.652 -0.164
C 0.093703 -0.860050 -1.961020 -1.098 1.917 0.418 -0.677
N 4.693594 1.805246 1.031302 -0.258 0.022 0.459 -0.200
N 1.786941 -0.002109 2.187387 4.623 1.153 0.767 -0.349
S -0.802861 2.108794 -1.139408 0.337 0.158 0.678 0.023
S 0.314275 -1.438670 0.763918 -0.502 -0.210 -0.303 0.333
H 0.416963 1.980062 1.739769 -0.211 0.274 -0.070 0.247
H -1.279996 1.309333 1.916341 1.819 -0.230 -1.080 0.250
H 0.023808 -0.568314 2.963968 -0.081 0.589 -0.320 0.244
H -0.616588 -0.146019 -2.532611 1.346 -1.448 0.365 0.262
H -0.250567 -1.921734 -2.011205 0.440 0.923 -0.032 0.235
H 1.165009 -0.714357 -2.294602 -1.284 -0.309 0.240 0.251
```
Positions in Å, forces in eV/Å.

maximum force	4.91	eV/A
E_LUMO (alpha / beta)	-1.89 / -1.06	eV
relative energy (zero: lowest compared OMol25 entry of this formula, charge and spin)	242.02	kJ/mol

***

No. 7
Here is 2 unconnected molecules or ions with the total composition C7H6N3O2 in a non-equilibrium geometry from the OMol25 dataset. Energies are from ωB97M-V/def2-TZVPD.

```
18
Properties=species:S:1:pos:R:3:forces:R:3:nbo_charge:R:1
C -1.047078 0.329897 -2.433818 0.395 -1.629 1.258 0.005
C -0.700239 -0.997504 -2.151310 0.449 -0.921 0.243 -0.223
C -0.805715 1.314227 -1.517249 -1.176 2.777 -1.066 -0.252
C -0.057437 -1.320545 -0.985269 1.069 -1.713 0.939 -0.056
C -0.063082 1.070743 -0.409401 0.363 2.373 2.256 -0.036
C 0.336445 -0.258041 -0.128387 0.471 1.246 1.295 -0.206
C 1.024669 -0.390502 1.063116 -0.599 0.181 -2.013 0.271
N -1.451762 -0.764383 4.355413 -0.261 -0.023 0.861 0.073
N -1.190130 -0.735193 3.304167 0.306 0.033 -0.875 -0.066
N 1.824342 0.622553 1.723751 1.030 -0.708 -0.915 0.485
O 2.993841 0.384963 1.496010 -0.251 -0.250 -0.102 -0.272
O 1.367701 1.508485 2.343927 -1.029 1.333 1.073 -0.261
H -1.607723 0.634642 -3.258766 -0.653 -0.130 -1.561 0.244
H -0.901279 -1.820513 -2.799909 -0.358 -0.132 -0.628 0.258
H -1.317543 2.265320 -1.877046 1.258 -0.769 1.443 0.268
H 0.291206 -2.380418 -0.661690 -0.923 1.859 -1.004 0.262
H 0.155790 1.854938 0.452162 -0.602 -1.423 -2.372 0.268
H 1.147993 -1.318667 1.484298 0.510 -2.105 1.169 0.238
```
Positions in Å, forces in eV/Å.

net charge	+1
maximum force	3.29	eV/A
E_LUMO	-7.31	eV
relative energy (zero: lowest compared OMol25 entry of this formula, charge and spin)	0.00	kJ/mol

***

No. 8
Here is a molecular structure, C7H6N4O in a non-equilibrium geometry from the OMol25 dataset. Energies are from ωB97M-V/def2-TZVPD.

```
18
Properties=species:S:1:pos:R:3:forces:R:3:nbo_charge:R:1
C 0.505873 2.719088 -1.003045 -2.266 2.673 0.621 0.648
C -0.007238 0.868827 -0.123122 -1.911 1.073 0.588 0.262
C -0.175560 -0.612216 0.276767 -5.070 4.130 1.018 0.163
C 0.594671 -1.515869 -0.317714 -1.878 -3.878 1.746 -0.296
C 0.233172 -2.825534 0.057438 1.655 -2.931 2.632 -0.122
C -0.886909 -3.119241 1.041564 3.800 -2.403 -1.158 -0.279
C -1.392546 -2.072918 1.684587 -3.832 4.544 1.705 0.023
H 0.317323 4.547437 -1.826766 -2.469 3.681 -1.046 0.397
H 2.173560 3.715385 -2.172454 -5.906 1.097 1.832 0.435
H 1.363460 -1.335397 -0.976996 1.680 0.581 -1.099 0.240
H 1.230351 -3.596830 0.014949 -3.590 1.442 -0.551 0.230
H -1.185640 -4.084935 1.554621 1.155 0.672 -1.439 0.238
H -2.107512 -1.992774 2.673225 1.685 -1.208 -2.638 0.216
N 0.934881 3.872427 -1.669939 8.143 -6.581 -0.138 -0.843
N 0.462767 1.477674 -1.356888 0.975 -0.486 2.768 -0.509
N -0.516686 1.722260 0.740242 1.147 0.884 -0.981 -0.087
N -1.330074 -0.822124 1.176862 5.020 0.274 -1.611 -0.375
O -0.213894 3.054739 0.226668 1.663 -3.566 -2.250 -0.343
```
Positions in Å, forces in eV/Å.

maximum force	10.47	eV/A
E_LUMO	-0.21	eV
relative energy (zero: lowest compared OMol25 entry of this formula, charge and spin)	635.59	kJ/mol